{"formula": "C44H65BrClFIN4O7RbSi2Te", "method": "wB97M-V/def2-TZVPD", "e_tot_ha": -6764.3501, "relative_energy_kj_mol": 134.2, "species": ["Rb", "C", "C", "C", "C", "C", "C", "C", "F", "C", "C", "C", "O", "C", "C", "N", "C", "C", "O", "O", "H", "H", "H", "H", "H", "H", "H", "H", "H", "H", "H", "O", "H", "H", "O", "H", "H", "O", "H", "H", "Br", "C", "C", "C", "C", "C", "C", "I", "H", "H", "H", "H", "C", "C", "C", "C", "C", "O", "C", "C", "C", "C", "C", "C", "Cl", "C", "C", "C", "N", "C", "N", "C", "N", "H", "H", "H", "H", "H", "H", "H", "H", "H", "H", "H", "H", "H", "H", "H", "H", "H", "H", "H", "H", "H", "H", "C", "Si", "C", "C", "C", "Te", "C", "Si", "C", "C", "C", "H", "H", "H", "H", "H", "H", "H", "H", "H", "H", "H", "H", "H", "H", "H", "H", "H", "H", "H", "H", "H", "H"], "xyz": [[-0.6455, -0.5185, -0.6409], [-2.4646, 6.3814, -3.2229], [-1.6671, 6.6618, -1.9558], [-2.4041, 7.6570, -1.0751], [-1.6030, 7.9543, 0.1795], [-1.3189, 6.6763, 0.9201], [-1.1712, 6.6668, 2.2856], [-0.8853, 5.4800, 2.9533], [-0.7623, 5.5176, 4.2906], [-0.7324, 4.3047, 2.2901], [-0.8911, 4.2863, 0.8968], [-0.6916, 3.0164, 0.1961], [-0.3385, 1.9901, 0.8106], [-0.9420, 3.0576, -1.2081], [-1.2582, 4.2314, -1.8133], [-1.3920, 5.4211, -1.1772], [-1.2007, 5.4646, 0.2047], [-0.8078, 1.8181, -2.0815], [0.3223, 1.2953, -2.1359], [-1.8556, 1.4050, -2.6555], [-2.8282, 7.3308, -3.6167], [-3.3279, 5.7450, -3.0067], [-1.8703, 5.9115, -4.0069], [-0.7051, 7.0985, -2.2343], [-3.3812, 7.2395, -0.8101], [-2.5721, 8.5682, -1.6481], [-2.1262, 8.6559, 0.8274], [-0.6570, 8.4247, -0.1058], [-1.2761, 7.5850, 2.8544], [-0.5065, 3.3794, 2.8088], [-1.4379, 4.2374, -2.8786], [0.7149, -2.1981, 1.1600], [0.8715, -2.7526, 1.9295], [1.3067, -1.4389, 1.2979], [-3.6548, 0.4367, -0.9078], [-4.4762, 0.2310, -1.3668], [-3.0863, 0.8716, -1.5884], [1.7859, 0.5303, 2.0076], [2.4749, 1.1085, 2.3546], [1.1462, 1.1223, 1.5565], [6.4746, -0.8754, -1.8445], [5.1163, -0.4522, -3.0940], [5.4475, -0.5417, -4.4401], [4.4998, -0.2457, -5.4069], [3.2215, 0.1404, -5.0277], [2.8861, 0.2301, -3.6841], [3.8338, -0.0651, -2.7057], [3.2313, 0.0738, -0.7103], [6.4491, -0.8437, -4.7201], [4.7656, -0.3189, -6.4565], [2.4759, 0.3772, -5.7793], [1.8888, 0.5291, -3.3770], [-3.4705, -1.1204, -3.7021], [-3.5675, -1.6803, -5.1285], [-4.9322, -1.2533, -5.6860], [-2.4916, -0.9950, -5.9933], [-3.4201, -3.2402, -5.2140], [-3.5610, -3.6342, -6.6010], [-4.5018, -4.0532, -4.4584], [-4.4465, -4.3505, -2.9458], [-4.9744, -3.2696, -2.0266], [-4.1662, -2.7401, -1.0258], [-4.6014, -1.7013, -0.2136], [-5.8758, -1.1942, -0.3941], [-6.4221, 0.1244, 0.6036], [-6.7193, -1.7232, -1.3588], [-6.2628, -2.7584, -2.1650], [-1.9700, -3.7525, -4.9884], [-1.2052, -3.3441, -3.8106], [-0.2250, -2.4267, -3.7481], [0.3257, -2.4209, -2.5543], [-0.3467, -3.4131, -1.9037], [-1.2815, -4.0020, -2.6248], [-3.2474, -0.0509, -3.7593], [-2.6765, -1.5790, -3.1095], [-4.4100, -1.2494, -3.1585], [-5.0253, -0.1691, -5.5793], [-5.7658, -1.7021, -5.1396], [-5.0352, -1.4792, -6.7525], [-2.7806, 0.0446, -6.1684], [-2.3799, -1.4854, -6.9606], [-1.5278, -0.9628, -5.4869], [-4.4863, -3.5397, -6.8477], [-4.5031, -5.0176, -4.9696], [-5.4637, -3.5872, -4.6890], [-3.4336, -4.5956, -2.6437], [-5.0437, -5.2536, -2.7917], [-3.1579, -3.1231, -0.9045], [-3.9471, -1.2699, 0.5353], [-7.7211, -1.3267, -1.4767], [-6.9271, -3.1647, -2.9236], [-1.4126, -3.4139, -5.8554], [-1.9804, -4.8397, -5.0149], [0.0546, -1.7808, -4.5713], [-0.1296, -3.7037, -0.8812], [-0.5538, -3.6748, 6.1771], [-0.1879, -2.0845, 5.2657], [1.5177, -2.2010, 4.5120], [-0.2330, -0.6551, 6.4631], [-1.4897, -1.8642, 3.9358], [-1.3478, -0.0375, 2.7984], [-3.4742, -0.0187, 2.4112], [-4.4451, 0.9508, 3.6787], [-3.8772, 2.7294, 3.6273], [-4.1677, 0.2746, 5.3981], [-6.2715, 0.8557, 3.2966], [0.1779, -3.8561, 6.9751], [-0.5279, -4.5331, 5.4941], [-1.5504, -3.6367, 6.6339], [2.2762, -2.1912, 5.3047], [1.7186, -1.3547, 3.8430], [1.6540, -3.1369, 3.9500], [0.6526, -0.6592, 7.1106], [-1.1201, -0.7108, 7.1062], [-0.2617, 0.2995, 5.9268], [-2.4766, -1.8480, 4.4153], [-1.4792, -2.6974, 3.2247], [-3.7690, -1.0711, 2.3670], [-3.6095, 0.4090, 1.4097], [-2.8758, 2.8182, 4.0626], [-4.5545, 3.3789, 4.1964], [-3.8347, 3.1016, 2.5945], [-3.0984, 0.2576, 5.6434], [-4.5646, -0.7444, 5.5031], [-4.6742, 0.9071, 6.1381], [-6.4859, 1.2003, 2.2770], [-6.8421, 1.4807, 3.9960], [-6.6369, -0.1747, 3.3862]], "lowdin_charge": [0.8710, -0.0486, -0.3016, -0.1508, -0.1283, -0.1356, 0.0539, -0.2632, 0.0704, 0.0649, -0.0366, -0.2959, -0.1808, -0.0225, 0.0381, 0.0308, -0.0650, -0.7284, -0.1910, -0.0661, 0.0853, 0.1007, 0.0795, 0.1553, 0.1378, 0.1215, 0.1203, 0.1294, 0.1334, 0.1231, 0.1348, -0.2009, 0.0210, -0.0351, -0.1223, 0.0222, 0.0017, -0.2076, 0.0551, -0.0205, 0.7027, -0.7372, -0.1471, -0.0897, -0.0840, -0.1419, -0.7037, 1.0814, 0.0953, 0.1042, 0.1042, 0.0649, -0.0187, -0.4766, -0.0398, -0.0295, -0.4025, -0.0327, -0.0943, -0.1157, -0.2371, -0.0275, -0.1193, -0.6158, 0.8215, -0.0878, -0.0497, -0.0256, -0.0968, -0.1473, 0.0296, -0.2503, 0.1125, 0.0801, 0.0797, 0.0723, 0.0950, 0.0746, 0.0893, 0.0931, 0.0889, 0.0590, 0.0927, 0.1227, 0.0970, 0.0781, 0.1226, 0.1073, 0.0591, 0.1067, 0.1174, 0.1300, 0.1422, 0.1340, 0.1061, -0.1865, 0.3705, -0.1764, -0.1897, -0.5668, 1.3109, -0.5808, 0.3744, -0.1806, -0.1833, -0.2587, 0.0336, 0.0318, 0.0324, 0.0394, 0.0153, 0.0350, 0.0338, 0.0326, 0.0134, 0.0026, 0.0110, 0.0120, -0.0209, 0.0175, 0.0359, 0.0377, 0.0083, 0.0371, 0.0374, -0.0919, 0.0375, 0.0329]}